A structure of composition C21H11BrCl3MoN3O2SbSe4, computed with ωB97M-V/def2-TZVPD.

The largest force on an atom is 0.24 eV/Å. For the orbital gap (alpha / beta), the calculation gives 5.25 / 5.24 eV. The calculation puts the energy relative to the best compared isomer or geometry (same formula, charge and spin) at 0.0 kcal per mole. The HOMO energy (alpha / beta) is -0.398 / -0.398 Ha.

The geometry in ORCA input format:
```
! wB97M-V def2-TZVPD RIJCOSX def2/J DEFGRID3
* xyz 1 1
Mo -0.801 -2.790 2.619
Cl -3.657 3.610 4.736
C -2.802 2.132 4.492
C -3.201 1.276 3.479
C -2.495 0.101 3.306
Cl -2.930 -0.983 2.016
C -1.416 -0.261 4.109
O -0.737 -1.401 3.968
C -1.032 0.646 5.105
Cl 0.342 0.267 6.072
C -1.719 1.829 5.303
H -4.036 1.523 2.841
H -1.409 2.510 6.082
Br 3.279 4.396 -7.784
C 2.697 3.296 -6.367
C 1.426 2.736 -6.423
C 0.991 1.928 -5.390
C 1.835 1.692 -4.307
C 3.100 2.262 -4.255
C 3.541 3.066 -5.293
N 1.483 0.882 -3.195
N 0.423 0.251 -3.320
C 0.065 -0.555 -2.207
C -0.658 -1.680 -2.523
C -1.071 -2.613 -1.555
C -0.766 -2.356 -0.249
O -1.108 -3.150 0.786
C -0.071 -1.189 0.111
N 0.114 -1.051 1.448
C 0.754 0.014 1.892
C 1.216 1.008 1.024
C 1.019 0.888 -0.330
C 0.369 -0.257 -0.843
H 0.786 2.936 -7.271
H 0.006 1.484 -5.416
H 3.735 2.060 -3.402
H 4.526 3.510 -5.269
H -0.896 -1.849 -3.565
H -1.617 -3.504 -1.833
H 0.900 0.090 2.962
H 1.719 1.870 1.437
H 1.363 1.657 -1.003
Se -1.733 -7.934 3.678
Sb -0.903 -6.056 4.739
Se 1.451 -3.221 3.449
Se -2.531 -3.977 3.578
Se 0.453 -5.092 2.570
*
```